{"formula": "C5H10O4", "method": "ωB97M-V/def2-TZVPD", "e_lumo_ev": 0.603, "relative_energy_kcal_mol": 103.2, "e_homo_ev": -9.2, "energy_ha": -497.3438, "elements": ["C", "C", "C", "C", "O", "H", "H", "H", "H", "H", "H", "H", "H", "C", "O", "O", "O", "H", "H"], "positions_angstrom": [[0.775, -0.639, 1.414], [-2.068, -1.004, 0.608], [-1.470, -0.172, -0.425], [-1.487, 0.541, -1.466], [0.488, -0.420, 0.023], [0.359, 0.160, 2.031], [0.353, -1.602, 1.693], [1.854, -0.671, 1.547], [-3.142, -1.024, 0.398], [-1.696, -2.029, 0.568], [-1.926, -0.606, 1.612], [-2.361, 0.865, -2.011], [-0.298, 0.808, -1.831], [1.364, 0.672, -0.619], [2.690, 0.264, -0.451], [1.135, 1.765, 0.235], [1.017, 0.805, -1.864], [2.898, -0.242, -1.248], [1.517, 2.529, -0.214]]}

=====

{"formula": "C26H18O", "method": "ωB97M-V/def2-TZVPD", "smiles": "O=CC1=C2C=CC=C(C=C3c4ccccc4-c4ccccc43)C(=CC=C1)C2", "e_lumo_ev": -1.007, "relative_energy_kcal_mol": 0.0, "e_homo_ev": -7.8, "energy_ha": -1076.6261, "elements": ["O", "C", "C", "C", "C", "C", "C", "C", "C", "C", "C", "C", "C", "C", "C", "C", "C", "C", "C", "C", "C", "C", "C", "C", "C", "C", "C", "H", "H", "H", "H", "H", "H", "H", "H", "H", "H", "H", "H", "H", "H", "H", "H", "H", "H"], "positions_angstrom": [[5.028, -2.341, 2.971], [3.865, -2.667, 3.236], [2.865, -2.803, 2.133], [1.504, -2.715, 2.354], [0.873, -1.978, 3.427], [-0.259, -1.273, 3.298], [-0.975, -0.829, 2.072], [-0.761, -1.286, 0.682], [-1.460, -0.688, -0.478], [-1.397, 0.715, -0.886], [-0.819, 1.979, -0.309], [-0.074, 2.381, 0.845], [0.425, 3.682, 1.027], [0.086, 4.620, 0.009], [-0.615, 4.239, -1.099], [-1.028, 2.989, -1.250], [-1.750, 2.451, -2.360], [-2.305, 3.161, -3.472], [-2.817, 2.341, -4.469], [-2.813, 0.937, -4.411], [-2.478, 0.348, -3.168], [-1.961, 1.085, -2.124], [0.284, -2.276, 0.475], [1.283, -2.159, -0.486], [2.503, -2.928, -0.415], [3.276, -3.140, 0.831], [0.460, -3.345, 1.535], [3.647, -2.899, 4.255], [1.365, -2.029, 4.390], [-0.839, -0.805, 4.070], [-1.722, -0.053, 2.046], [-2.079, -1.392, -1.048], [0.165, 1.744, 1.649], [1.005, 3.916, 1.912], [0.384, 5.665, 0.133], [-0.919, 4.827, -1.970], [-2.076, 4.219, -3.539], [-3.120, 2.839, -5.375], [-3.140, 0.330, -5.272], [-2.416, -0.728, -3.024], [1.360, -1.240, -1.074], [3.006, -3.341, -1.262], [4.175, -3.739, 0.852], [0.736, -4.367, 1.169], [-0.474, -3.447, 2.119]]}

=====

{"formula": "C5H2Cl3NOS", "method": "ωB97M-V/def2-TZVPD", "e_lumo_ev": -0.034, "relative_energy_kcal_mol": 51.3, "e_homo_ev": -8.3, "energy_ha": -2100.3422, "elements": ["C", "C", "C", "C", "C", "N", "O", "S", "Cl", "Cl", "Cl", "H", "H"], "positions_angstrom": [[-0.767, 0.751, 0.426], [-1.736, 0.415, -0.412], [0.007, -1.276, 0.071], [-0.339, -2.476, 0.611], [1.678, 1.050, -0.156], [0.465, -0.009, 0.555], [-0.503, -3.617, 0.671], [-1.299, -1.070, -1.259], [1.843, 2.125, 1.185], [1.070, 1.560, -1.616], [3.059, 0.071, -0.455], [-0.767, 1.696, 0.992], [-2.712, 0.779, -0.614]]}

=====

{"formula": "C17H41N3O7", "method": "ωB97M-V/def2-TZVPD", "smiles": "CNC(C)=O.CNC(C)=O.CNC(C)=O.COCCOC.COCCOC", "e_lumo_ev": 0.505, "relative_energy_kcal_mol": 0.0, "e_homo_ev": -9.3, "energy_ha": -1363.1237, "elements": ["C", "N", "C", "C", "O", "H", "H", "H", "H", "H", "H", "H", "C", "N", "C", "C", "O", "H", "H", "H", "H", "H", "H", "H", "C", "N", "C", "C", "O", "H", "H", "H", "H", "H", "H", "H", "C", "O", "C", "C", "O", "C", "H", "H", "H", "H", "H", "H", "H", "H", "H", "H", "C", "O", "C", "C", "O", "C", "H", "H", "H", "H", "H", "H", "H", "H", "H", "H"], "positions_angstrom": [[9.937, 0.284, 1.200], [11.045, -0.128, 2.015], [11.535, -1.378, 2.241], [12.833, -1.332, 3.117], [11.038, -2.375, 1.792], [10.009, 1.301, 0.814], [9.024, 0.298, 1.796], [9.670, -0.364, 0.365], [11.556, 0.656, 2.395], [12.957, -2.131, 3.849], [12.998, -0.381, 3.623], [13.591, -1.666, 2.409], [-9.047, 5.199, -5.828], [-7.750, 5.811, -5.413], [-6.847, 6.190, -6.297], [-5.680, 7.021, -5.792], [-7.003, 5.910, -7.496], [-8.947, 4.309, -6.449], [-9.455, 5.931, -6.526], [-9.816, 5.044, -5.072], [-7.588, 5.993, -4.433], [-4.762, 7.062, -6.378], [-5.538, 6.698, -4.761], [-6.162, 7.996, -5.869], [0.358, -0.502, 0.272], [1.259, 0.523, -0.227], [0.895, 1.695, -0.604], [-0.499, 2.271, -0.280], [1.767, 2.397, -1.106], [0.071, -0.179, 1.273], [0.863, -1.437, 0.516], [-0.549, -0.763, -0.273], [2.149, 0.085, -0.417], [-0.871, 2.130, 0.735], [-1.198, 1.860, -1.009], [-0.412, 3.342, -0.463], [-1.323, -2.125, 7.026], [0.079, -2.259, 7.093], [0.575, -3.641, 7.067], [2.078, -3.555, 6.780], [2.812, -2.911, 7.852], [4.176, -2.842, 7.610], [-1.755, -2.907, 7.651], [-1.549, -2.421, 6.002], [-1.515, -1.068, 7.210], [0.050, -4.164, 6.268], [0.526, -4.358, 7.887], [2.214, -2.979, 5.865], [2.430, -4.574, 6.623], [4.477, -2.147, 6.826], [4.777, -3.747, 7.525], [4.567, -2.308, 8.475], [-2.502, -2.436, -5.627], [-3.507, -1.466, -5.306], [-4.822, -1.991, -5.204], [-4.977, -2.335, -3.713], [-4.981, -1.159, -2.834], [-6.289, -0.653, -2.432], [-1.542, -1.939, -5.766], [-2.663, -3.016, -6.535], [-2.279, -3.136, -4.822], [-5.108, -2.713, -5.969], [-5.525, -1.166, -5.318], [-4.090, -2.937, -3.520], [-5.851, -2.953, -3.507], [-6.658, 0.035, -3.193], [-6.178, -0.113, -1.492], [-7.079, -1.381, -2.244]]}

=====

{"formula": "C27H46BrCdN3OP2", "method": "ωB97M-V/def2-TZVPD", "e_lumo_ev": [-9.269, -9.748], "relative_energy_kcal_mol": 64.5, "charge": 2, "e_homo_ev": [-12.9, -12.3], "energy_ha": -4719.7472, "elements": ["N", "C", "C", "C", "C", "C", "C", "Cd", "P", "C", "C", "C", "C", "C", "C", "C", "Br", "H", "H", "H", "H", "H", "H", "H", "H", "H", "H", "P", "C", "C", "H", "H", "H", "H", "H", "C", "C", "H", "H", "H", "H", "H", "C", "C", "H", "H", "H", "H", "H", "C", "C", "H", "H", "H", "H", "H", "C", "C", "H", "H", "H", "H", "H", "C", "C", "H", "H", "H", "H", "H", "C", "N", "C", "N", "O", "H", "H", "H", "H", "H", "H"], "positions_angstrom": [[1.614, -8.372, 6.690], [0.915, -7.328, 7.146], [0.550, -6.262, 6.310], [0.992, -6.247, 4.961], [1.696, -7.381, 4.504], [2.003, -8.415, 5.415], [0.680, -5.112, 4.095], [-0.611, -0.242, -0.778], [-2.863, -0.126, -4.724], [0.926, -5.018, 2.760], [0.399, -3.925, 1.981], [0.055, -4.136, 0.627], [-0.628, -3.134, -0.074], [-0.790, -1.929, 0.583], [-0.465, -1.655, 1.882], [0.137, -2.685, 2.614], [-3.058, -0.105, 0.353], [0.144, -4.320, 4.619], [1.467, -5.813, 2.240], [-0.035, -5.429, 6.709], [2.039, -7.458, 3.474], [0.603, -7.314, 8.197], [2.558, -9.298, 5.086], [0.259, -5.102, 0.152], [0.381, -2.525, 3.668], [-1.006, -3.276, -1.085], [-0.691, -0.674, 2.305], [1.872, -0.574, -1.391], [-3.740, -0.464, -3.161], [-5.224, -0.808, -3.349], [-3.616, 0.427, -2.535], [-3.216, -1.293, -2.669], [-5.745, -0.733, -2.385], [-5.729, -0.148, -4.065], [-5.351, -1.833, -3.719], [-1.819, -1.621, -4.909], [-1.563, -1.922, -6.388], [-2.393, -2.445, -4.460], [-0.879, -1.465, -4.359], [-1.160, -2.935, -6.511], [-2.484, -1.849, -6.976], [-0.853, -1.211, -6.824], [-1.649, 1.210, -4.375], [-2.242, 2.585, -4.719], [-0.779, 1.010, -5.020], [-1.344, 1.164, -3.317], [-1.491, 3.381, -4.619], [-2.617, 2.602, -5.755], [-3.094, 2.843, -4.072], [2.577, 1.094, -1.675], [4.092, 1.256, -1.605], [2.098, 1.747, -0.927], [2.219, 1.435, -2.659], [4.440, 1.445, -0.583], [4.628, 0.381, -1.982], [4.411, 2.115, -2.207], [2.077, -1.578, -2.925], [2.327, -3.071, -2.694], [2.866, -1.136, -3.555], [1.128, -1.441, -3.471], [3.333, -3.254, -2.297], [1.586, -3.510, -2.010], [2.258, -3.607, -3.648], [2.960, -1.392, -0.143], [3.147, -0.629, 1.166], [3.941, -1.638, -0.590], [2.466, -2.351, 0.088], [3.297, -1.327, 1.999], [4.023, 0.030, 1.147], [2.259, -0.031, 1.397], [-1.511, 3.381, 1.652], [-0.150, 3.329, 2.137], [0.725, 2.335, 1.834], [1.921, 2.436, 2.504], [0.508, 1.416, 0.998], [-1.823, 2.435, 1.186], [-1.644, 4.222, 0.960], [-2.166, 3.562, 2.506], [0.195, 4.053, 2.745], [2.597, 1.682, 2.402], [1.993, 3.064, 3.296]]}

=====

{"formula": "C17H49KO11", "method": "ωB97M-V/def2-TZVPD", "e_lumo_ev": -1.094, "relative_energy_kcal_mol": 2.8, "e_homo_ev": -9.0, "energy_ha": -2104.6672, "elements": ["K", "O", "C", "O", "O", "H", "C", "C", "O", "H", "H", "H", "H", "H", "H", "C", "C", "O", "H", "H", "H", "H", "H", "H", "C", "C", "O", "H", "H", "H", "H", "H", "H", "C", "C", "O", "H", "H", "H", "H", "H", "H", "C", "C", "O", "H", "H", "H", "H", "H", "H", "C", "C", "O", "H", "H", "H", "H", "H", "H", "C", "C", "O", "H", "H", "H", "H", "H", "H", "C", "C", "O", "H", "H", "H", "H", "H", "H"], "positions_angstrom": [[-2.846, -1.872, -3.035], [0.542, -0.484, 0.237], [-0.449, -0.091, -0.567], [-1.217, 0.762, -0.106], [-0.690, -0.779, -1.611], [0.281, 0.083, 0.966], [2.516, 1.093, -4.531], [2.065, 0.338, -3.314], [1.015, -0.482, -3.696], [1.689, 1.673, -4.941], [2.913, 0.446, -5.314], [3.242, 1.835, -4.202], [1.712, 1.047, -2.566], [2.845, -0.288, -2.879], [0.539, -0.698, -2.891], [2.100, -5.211, -1.594], [1.194, -3.928, -1.413], [1.914, -2.800, -0.972], [1.425, -6.053, -1.741], [2.826, -5.390, -0.800], [2.653, -5.212, -2.534], [0.377, -4.128, -0.720], [0.784, -3.710, -2.399], [1.276, -2.104, -0.796], [1.213, 4.797, 2.440], [0.257, 4.195, 1.402], [0.759, 3.024, 0.932], [2.149, 5.096, 1.968], [1.471, 4.094, 3.232], [0.792, 5.728, 2.820], [0.158, 4.913, 0.588], [-0.761, 4.002, 1.741], [0.100, 2.566, 0.406], [-4.018, 4.593, -1.720], [-3.667, 3.320, -1.059], [-2.351, 3.261, -0.580], [-3.422, 4.769, -2.615], [-3.960, 5.463, -1.067], [-5.051, 4.712, -2.046], [-3.873, 2.452, -1.685], [-4.286, 3.098, -0.189], [-2.059, 2.363, -0.408], [-6.054, -1.285, -0.032], [-5.094, -0.127, 0.143], [-3.904, -0.455, -0.530], [-5.585, -2.188, 0.360], [-6.268, -1.466, -1.086], [-7.000, -1.120, 0.482], [-5.031, -0.007, 1.225], [-5.543, 0.785, -0.250], [-3.265, 0.254, -0.426], [3.186, -3.202, 2.699], [3.074, -1.739, 2.265], [3.588, -0.892, 3.272], [2.638, -3.862, 2.027], [2.837, -3.381, 3.716], [4.202, -3.583, 2.806], [2.038, -1.619, 1.947], [3.568, -1.642, 1.299], [3.304, -0.022, 2.983], [-1.216, -2.345, 2.256], [-2.035, -2.958, 1.065], [-1.932, -4.366, 0.922], [-0.137, -2.417, 2.122], [-1.397, -2.916, 3.166], [-1.540, -1.354, 2.572], [-1.833, -2.395, 0.153], [-3.076, -2.789, 1.340], [-2.295, -4.769, 1.714], [3.827, 1.533, 0.132], [3.887, 1.778, 1.649], [2.694, 1.539, 2.343], [3.054, 2.157, -0.316], [3.606, 0.511, -0.175], [4.801, 1.771, -0.295], [4.046, 2.854, 1.716], [4.727, 1.292, 2.146], [1.973, 1.933, 1.846]]}